Entry from the Open Molecules 2025 dataset: C12H15MoN6PSe4 as an isolated structure (ωB97M-V/def2-TZVPD).

Summary:
total charge: +2
spin multiplicity: 3
orbital gap (spin up / spin down): 6.6218 / 5.8552 eV
lowest unoccupied orbital energy (spin up / spin down): -7.430 / -8.237 eV

Each line ends with the Löwdin charge.
Atoms and positions in Å:
Mo 1.186 -0.827 1.846  0.793
C -3.133 2.251 0.222  0.014
N -2.180 1.587 1.125  -0.097
C -2.230 1.632 2.497  -0.001
C -1.185 0.897 2.954  -0.070
N -0.502 0.404 1.865  -0.126
C -1.126 0.839 0.766  -0.429
P -0.640 0.469 -0.953  1.199
C -0.460 -1.332 -0.784  -0.445
N 0.226 -1.939 0.186  -0.120
C 0.173 -3.286 -0.077  -0.118
C -0.563 -3.484 -1.204  -0.011
N -0.955 -2.248 -1.641  -0.104
C -1.771 -2.025 -2.841  0.013
C 1.129 0.863 -0.802  -0.445
N 1.922 0.404 0.167  -0.117
C 3.185 0.876 -0.099  -0.110
C 3.141 1.629 -1.230  -0.010
N 1.842 1.612 -1.664  -0.102
C 1.369 2.315 -2.863  0.014
H -3.860 2.774 0.834  0.104
H -3.644 1.509 -0.386  0.099
H -2.609 2.968 -0.404  0.099
H -2.998 2.180 3.015  0.143
H -0.877 0.687 3.963  0.123
H 0.659 -4.013 0.550  0.088
H -0.829 -4.383 -1.735  0.145
H -2.720 -2.543 -2.730  0.108
H -1.240 -2.400 -3.712  0.109
H -1.956 -0.962 -2.958  0.065
H 4.028 0.644 0.530  0.090
H 3.909 2.161 -1.766  0.145
H 1.575 3.377 -2.759  0.109
H 0.299 2.166 -2.969  0.066
H 1.880 1.918 -3.737  0.109
Se 2.939 0.064 3.232  0.147
Se 3.236 -1.082 5.261  0.176
Se 2.086 -2.960 5.092  0.175
Se 0.695 -2.741 3.209  0.172

Entry from the Open Molecules 2025 dataset: an isolated ion of composition C12H15N2O and charge +1 (ωB97M-V/def2-TZVPD).

Summary:
total charge: +1
energy relative to the best compared isomer or geometry (same formula, charge and spin): 74.6 kcal/mol
orbital gap: 9.1340 eV
lowest unoccupied orbital energy: -3.566 eV
SMILES: C=C(C)[C@@H](C)c1cocc1-n1ccc[nH+]1

Each line ends with the Löwdin charge.
Atoms and positions in Å:
C -1.588 -2.972 -0.434  -0.028
C -2.278 -1.788 -0.351  0.014
C -0.369 -2.816 0.179  -0.001
C -1.269 2.619 -0.226  -0.005
C -2.774 1.187 0.362  -0.059
C -0.589 1.433 -0.113  -0.156
C -1.620 0.477 0.303  -0.098
C 0.823 1.244 -0.370  -0.298
C 1.764 0.669 0.667  -0.342
C 0.876 0.527 -1.785  -0.035
C 1.306 0.435 1.878  -0.019
C 3.173 0.213 0.274  -0.025
N -1.458 -0.925 0.219  -0.027
N -0.324 -1.504 0.567  0.112
O -2.572 2.428 0.036  0.069
H -1.937 -3.915 -0.963  0.152
H -3.285 -1.545 -0.632  0.153
H 0.433 -3.586 0.324  0.161
H -1.043 3.676 -0.443  0.165
H -3.764 0.777 0.506  0.151
H 1.157 2.223 -0.557  0.135
H 0.241 1.166 -2.587  0.136
H 0.532 -0.579 -1.818  0.089
H 1.989 0.539 -2.107  0.091
H 0.184 -0.998 1.355  0.155
H 0.379 0.813 2.210  0.062
H 1.907 -0.113 2.723  0.131
H 2.933 -0.837 -0.095  0.109
H 3.633 0.165 1.323  0.106
H 3.540 0.988 -0.445  0.102

Entry from the Open Molecules 2025 dataset: C12H15N3OS2 as an isolated structure (ωB97M-V/def2-TZVPD).

Summary:
total charge: 0
energy relative to the best compared isomer or geometry (same formula, charge and spin): 287.7 kcal/mol
orbital gap: 8.3413 eV
lowest unoccupied orbital energy: 0.008 eV

Each line ends with the Löwdin charge.
Atoms and positions in Å:
C -0.906 -5.690 1.416  -0.121
H 0.158 -5.513 1.346  0.104
C -1.700 -4.835 0.726  -0.271
C -1.806 -3.377 1.280  -0.165
C -0.482 -2.681 1.021  -0.152
H -0.183 -2.467 0.149  0.048
H 0.130 -2.975 1.799  0.067
C -0.444 -1.192 1.724  -0.375
C -1.217 -0.238 0.792  -0.387
O -2.513 -0.409 0.544  -0.023
N -0.352 0.791 0.473  0.113
C 0.981 0.856 0.749  -0.668
N 1.641 1.537 0.227  0.028
N 1.691 2.488 -0.473  0.046
C 1.477 3.681 -0.510  -0.197
C 1.445 4.747 -1.483  -0.572
C 1.782 4.359 -2.867  -0.013
C 1.855 5.589 -3.612  -0.235
C 1.611 6.521 -2.880  -0.495
S 1.095 6.390 -1.215  1.040
H 1.487 7.639 -3.400  0.149
H 2.227 5.704 -4.525  0.078
H 2.286 3.433 -3.013  0.094
H 1.019 4.286 0.662  0.164
S 1.399 -0.515 1.967  0.914
H -0.843 1.293 -0.309  0.189
H -1.166 -1.203 2.647  0.152
H -2.419 -2.741 0.917  0.015
H -2.151 -3.318 2.365  0.151
H -1.487 -4.571 -0.378  0.159
H -2.647 -5.110 0.646  0.066
H -1.058 -5.799 2.281  -0.020
H -0.910 -6.679 0.933  0.115

Entry from the Open Molecules 2025 dataset: C12H15O12SZr as an isolated structure (ωB97M-V/def2-TZVPD).

Summary:
total charge: -1
energy relative to the best compared isomer or geometry (same formula, charge and spin): 15.7 kcal/mol
orbital gap: 9.6335 eV
lowest unoccupied orbital energy: 2.718 eV

Each line ends with the Löwdin charge.
Atoms and positions in Å:
Zr -0.560 -0.467 -0.185  1.888
O 3.083 0.302 2.063  0.075
C 1.949 0.399 1.644  -0.572
O 1.336 -0.483 0.906  -0.167
C 1.126 1.656 1.916  -0.082
C 0.723 2.341 0.592  -0.208
C 0.259 3.766 0.848  -0.087
C -1.112 3.541 1.544  -0.080
C -1.235 2.025 1.543  -0.215
O -0.548 1.682 0.276  -0.200
C -0.290 1.392 2.570  -0.086
C -0.569 -0.099 2.795  -0.559
O -0.308 -0.600 3.860  0.104
O -1.087 -0.726 1.756  -0.176
H 1.741 2.311 2.525  0.150
H 1.415 2.201 -0.230  0.166
H 0.976 4.304 1.466  0.117
H 0.141 4.300 -0.094  0.117
H -1.141 3.928 2.562  0.118
H -1.926 3.990 0.979  0.119
H -2.237 1.625 1.517  0.137
H -0.367 1.873 3.541  0.153
O -3.302 0.485 -0.052  -0.319
S -2.931 -0.383 -1.162  0.320
O -3.940 -0.708 -2.116  -0.275
O -1.683 0.250 -1.793  -0.437
O -2.257 -1.620 -0.549  -0.437
C -0.361 -2.945 -2.735  0.002
C 0.817 -2.580 -1.852  -0.478
C 1.887 -3.643 -1.917  -0.013
O 0.344 -2.481 -0.454  -0.115
C 1.364 -1.197 -2.306  -0.562
O 2.097 -1.151 -3.267  0.087
O 0.941 -0.188 -1.595  -0.152
H -0.820 -3.867 -2.377  0.101
H 0.024 -3.092 -3.743  0.102
H -1.129 -2.175 -2.774  0.076
H 1.460 -4.612 -1.657  0.092
H 2.708 -3.418 -1.230  0.100
H 2.293 -3.672 -2.925  0.091
H 1.118 -2.263 0.109  0.104

Entry from the Open Molecules 2025 dataset: C12H16AuN3O6PS2Te as an isolated structure (ωB97M-V/def2-TZVPD).

Summary:
total charge: -1
spin multiplicity: 3
energy relative to the best compared isomer or geometry (same formula, charge and spin): 0.0 kcal/mol
orbital gap (spin up / spin down): 7.0141 / 6.1625 eV
lowest unoccupied orbital energy (spin up / spin down): 2.264 / 1.111 eV

Each line ends with the Löwdin charge.
Atoms and positions in Å:
Au 0.615 -0.031 -2.392  0.468
O -3.595 -1.351 -0.905  -0.351
S -2.476 -1.389 -1.827  0.436
O -2.712 -2.016 -3.096  -0.302
O -1.844 -0.040 -1.916  -0.491
C -1.219 -2.380 -0.966  -0.230
C -1.464 -2.549 0.400  -0.085
C -0.604 -3.277 1.203  -0.096
C 0.521 -3.863 0.647  -0.083
C 0.781 -3.705 -0.701  -0.081
C -0.069 -2.961 -1.522  -0.251
S 0.493 -2.945 -3.251  0.410
O -0.169 -4.060 -3.869  -0.289
O 1.943 -3.071 -3.149  -0.473
O 0.128 -1.626 -3.842  -0.463
H -2.367 -2.107 0.797  0.099
H -0.822 -3.398 2.258  0.098
H 1.203 -4.438 1.262  0.100
H 1.664 -4.137 -1.149  0.107
Te 3.169 -0.567 -1.919  0.289
C -0.249 3.841 1.128  -0.196
N 1.141 3.510 0.813  -0.154
C 1.692 2.719 1.914  -0.193
N 0.914 1.523 2.237  -0.150
C -0.464 1.922 2.512  -0.192
N -1.087 2.681 1.430  -0.147
C -1.322 1.843 0.253  -0.286
P 0.271 1.175 -0.413  0.895
C 1.224 2.766 -0.449  -0.316
C 0.981 0.522 1.171  -0.299
H -0.684 4.383 0.286  0.125
H -0.249 4.495 2.002  0.122
H 1.718 3.352 2.803  0.122
H 2.711 2.422 1.663  0.127
H -0.463 2.547 3.408  0.123
H -1.061 1.030 2.706  0.129
H -1.816 2.408 -0.537  0.098
H -1.977 1.006 0.496  0.091
H 0.841 3.384 -1.263  0.091
H 2.267 2.532 -0.675  0.068
H 2.012 0.223 0.984  0.044
H 0.426 -0.372 1.466  0.086

Entry from the Open Molecules 2025 dataset: a 5-piece molecular cluster, C12H16BrO12 overall (ωB97M-V/def2-TZVPD).

Summary:
total charge: -1
energy relative to the best compared isomer or geometry (same formula, charge and spin): 30.1 kcal/mol
orbital gap: 8.3793 eV
lowest unoccupied orbital energy: 2.565 eV

Each line ends with the Löwdin charge.
Atoms and positions in Å:
Br 0.057 1.080 -0.489  -0.268
C 0.765 -2.747 1.259  -0.056
C 0.915 -2.588 -0.303  -0.134
O 2.065 -3.342 -0.532  0.053
C 2.826 -3.410 0.582  -0.571
O 3.981 -3.843 0.745  0.085
O 2.078 -3.176 1.600  0.079
H 0.059 -3.563 1.412  0.135
H 0.533 -1.782 1.708  0.101
H 1.116 -1.584 -0.678  0.053
H 0.028 -3.040 -0.746  0.115
C 2.206 3.939 -1.970  -0.129
C 3.659 3.724 -1.966  -0.119
O 3.955 3.178 -3.270  0.056
C 2.938 3.374 -4.123  -0.536
O 2.948 3.262 -5.333  0.119
O 1.874 3.817 -3.376  0.025
H 1.889 4.978 -1.885  0.133
H 1.621 3.238 -1.375  0.023
H 4.090 3.026 -1.248  0.135
H 4.183 4.667 -1.811  0.124
C -1.819 1.254 2.865  -0.151
C -1.404 -0.234 2.707  -0.122
O -0.431 -0.384 3.782  0.042
C -0.643 0.654 4.674  -0.525
O -0.265 0.699 5.847  0.100
O -1.418 1.578 4.142  0.068
H -2.901 1.376 2.821  0.132
H -1.266 1.775 2.083  0.068
H -0.936 -0.384 1.733  0.030
H -2.301 -0.843 2.810  0.126
C -2.514 -1.445 -1.939  -0.168
C -3.494 -0.577 -1.225  -0.138
O -3.869 -1.364 -0.126  0.081
C -3.243 -2.535 -0.141  -0.569
O -3.238 -3.403 0.700  0.126
O -2.382 -2.610 -1.175  0.048
H -1.531 -0.974 -1.954  0.074
H -2.909 -1.682 -2.927  0.129
H -4.278 -0.425 -1.966  0.131
H -2.944 0.312 -0.914  0.093

Entry from the Open Molecules 2025 dataset: C12H16Cl3F3O3Ti as an isolated structure (ωB97M-V/def2-TZVPD).

Summary:
total charge: -2
energy relative to the best compared isomer or geometry (same formula, charge and spin): 0.0 kcal/mol
orbital gap: 4.2032 eV
lowest unoccupied orbital energy: 4.878 eV

Each line ends with the Löwdin charge.
Atoms and positions in Å:
C -0.665 0.870 -2.341  -0.278
C -0.823 -0.497 -2.710  -0.287
C 0.462 -1.109 -2.695  -0.293
C -2.086 -1.180 -3.030  -0.111
C 1.424 -0.108 -2.372  -0.297
C 0.728 1.112 -2.141  -0.283
C 1.345 2.397 -1.788  -0.106
C -1.760 1.843 -2.197  -0.112
C 0.728 -2.531 -2.960  -0.100
C 2.877 -0.318 -2.282  -0.116
Ti -0.780 -0.653 1.263  0.278
Cl -1.591 -2.338 0.211  0.093
Cl -2.843 0.438 1.021  -0.001
Cl 1.354 -1.393 0.789  0.051
H -2.916 -0.467 -3.024  0.059
H -2.303 -1.960 -2.286  0.009
H -2.038 -1.658 -4.018  0.059
H 0.044 -3.166 -2.381  0.052
H 1.755 -2.786 -2.677  0.055
H 0.595 -2.773 -4.025  0.056
H 3.104 -1.237 -1.728  0.040
H 3.353 0.522 -1.765  0.052
H 3.329 -0.403 -3.282  0.058
H 2.233 2.234 -1.167  0.057
H 0.639 3.018 -1.226  0.049
H 1.655 2.953 -2.687  0.058
H -2.589 1.408 -1.621  0.023
H -2.141 2.162 -3.180  0.058
H -1.411 2.731 -1.661  0.054
O -0.035 1.116 0.794  -0.434
H -0.696 1.797 1.029  -0.032
F -0.750 -0.145 6.608  0.123
C -0.130 -0.501 5.459  -0.486
F 1.103 0.093 5.435  0.121
F 0.061 -1.847 5.476  0.122
C -0.919 -0.037 4.177  -0.493
O -1.590 0.971 4.244  0.099
O -0.696 -0.821 3.157  -0.197

Entry from the Open Molecules 2025 dataset: an isolated ion of composition C12H16F2N and charge +1 (ωB97M-V/def2-TZVPD).

Summary:
total charge: +1
energy relative to the best compared isomer or geometry (same formula, charge and spin): 53.2 kcal/mol
orbital gap: 8.8293 eV
lowest unoccupied orbital energy: -4.168 eV
SMILES: CC1(C)C(F)=CC2=C([C@H]1F)[N+]21CCCC1

Each line ends with the Löwdin charge.
Atoms and positions in Å:
C -0.825 -1.094 -1.111  -0.165
C 1.707 -0.602 0.488  0.097
C -0.450 0.163 -0.360  0.059
C 1.599 -1.462 -0.533  -0.166
C -0.639 2.166 2.911  -0.123
C -0.212 3.191 1.844  -0.144
C -1.235 0.984 2.163  -0.058
C -0.468 2.502 0.587  -0.116
C 0.610 0.342 0.420  -0.032
C 0.508 -1.764 -1.546  -0.427
C 0.308 -3.242 -1.677  -0.011
C 0.849 -1.126 -2.839  -0.028
N -0.553 1.054 0.823  -0.084
F 2.397 -2.542 -0.419  0.097
F -1.707 -0.866 -2.190  0.010
H -1.504 -1.635 -0.358  0.197
H 2.379 -0.801 1.356  0.152
H 0.102 1.721 3.572  0.122
H -1.517 2.603 3.453  0.140
H -0.856 4.042 2.029  0.128
H 0.791 3.452 2.046  0.112
H -1.241 -0.073 2.563  0.171
H -2.153 1.272 1.736  0.117
H -1.535 2.807 0.444  0.162
H 0.089 2.754 -0.285  0.144
H 0.994 -3.735 -2.389  0.122
H -0.648 -3.383 -2.116  0.093
H 0.257 -3.846 -0.831  0.081
H 1.935 -1.239 -3.238  0.145
H 0.744 -0.065 -2.864  0.085
H 0.273 -1.578 -3.680  0.119